Record 1
Density functional theory data (wB97M-V/def2-TZVPD) for C34H23N5O4TeTl as an isolated structure.

Properties
Spin multiplicity: 1
Maximum force: 0.012 hartree/bohr
E_HOMO: -4.66 eV
Kohn-Sham gap: 6.7 eV
ΔE to the lowest compared entry with this formula, charge and spin: 0.0 kcal per mole
Total charge: -1

Positions of all 68 atoms, in Å:
Tl  0.3302  0.5871  -0.4758
O  2.7949  1.6489  3.0532
C  1.9200  1.5140  2.1922
N  1.5195  0.4128  1.5529
C  1.9027  -0.8821  1.9251
C  2.8879  -1.1763  2.8762
C  3.1459  -2.4850  3.2641
C  2.4313  -3.5265  2.6962
C  1.4709  -3.2586  1.7306
C  1.1952  -1.9498  1.3215
N  0.2953  -1.6369  0.2943
C  -0.6699  -2.4788  -0.0922
O  -1.0145  -3.5542  0.4093
C  -1.4295  -2.0462  -1.3334
C  -2.5220  -2.7856  -1.7676
C  -3.1732  -2.3896  -2.9240
C  -2.7063  -1.2831  -3.6220
C  -1.6130  -0.6020  -3.1151
N  -1.0043  -0.9789  -1.9908
C  1.1199  2.7576  1.8410
C  1.4456  3.9606  2.4523
C  0.7013  5.0865  2.1492
C  -0.3718  4.9667  1.2775
C  -0.6473  3.7228  0.7364
N  0.0937  2.6442  1.0027
H  3.4332  -0.3610  3.3184
H  3.9091  -2.6824  4.0087
H  2.6147  -4.5518  2.9988
H  0.9165  -4.0676  1.2843
H  -2.8235  -3.6414  -1.1798
H  -4.0348  -2.9405  -3.2824
H  -3.1843  -0.9399  -4.5307
H  -1.2102  0.2819  -3.6019
H  2.2742  3.9696  3.1454
H  0.9532  6.0471  2.5839
H  -0.9800  5.8189  1.0021
H  -1.4781  3.5807  0.0610
O  -3.5455  2.4357  -2.5727
C  -2.6590  1.9851  -1.8353
O  -1.4083  2.1350  -1.8973
C  -3.1176  1.0529  -0.7044
C  -4.4767  0.6558  -0.6607
C  -4.8946  -0.1913  0.3185
C  -3.9836  -0.5998  1.3188
C  -4.3495  -1.4422  2.3965
C  -3.4347  -1.7821  3.3509
C  -2.1241  -1.2597  3.2936
C  -1.7475  -0.4393  2.2704
C  -2.6556  -0.1294  1.2273
N  -2.2314  0.6494  0.1719
H  -5.1235  1.0319  -1.4404
H  -5.9203  -0.5458  0.3574
H  -5.3727  -1.8024  2.4505
H  -3.7155  -2.4391  4.1657
H  -1.4081  -1.5128  4.0666
H  -0.7536  -0.0095  2.2371
Te  1.4557  1.8624  -2.6805
C  3.3552  0.9389  -2.9963
C  4.4955  1.3427  -2.3018
C  5.7425  0.8198  -2.6241
C  5.8653  -0.1150  -3.6448
C  4.7352  -0.5242  -4.3424
C  3.4880  -0.0013  -4.0179
H  4.4048  2.0677  -1.5012
H  6.6201  1.1455  -2.0775
H  6.8360  -0.5301  -3.8891
H  4.8230  -1.2538  -5.1393
H  2.6081  -0.3262  -4.5609

Löwdin population analysis, charges in e, atoms 1 to 8: number 1, Tl, carries 0.766; number 2, O, carries 0.010; number 3, C, carries -0.476; number 4, N, carries 0.004; number 5, C, carries -0.212; number 6, C, carries -0.023; number 7, C, carries -0.115; number 8, C, carries -0.114



Record 2
Density functional theory data (wB97M-V/def2-TZVPD) for C34H24Cl4N6O2S3V as an isolated structure.

Properties
Spin multiplicity: 2
Maximum force: 0.018 hartree/bohr
E_HOMO (alpha / beta): -0.61 / -0.65 eV
Kohn-Sham gap (alpha / beta): 4.4 / 4.4 eV
<S²>: 0.773
ΔE to the lowest compared entry with this formula, charge and spin: 0.0 kcal per mole
Total charge: -2

Positions of all 74 atoms, in Å:
V  -0.9124  -0.2241  0.8133
C  3.7779  0.0476  1.9429
N  3.0819  -0.9518  1.1734
C  3.6465  -1.2631  -0.1131
C  3.6615  -0.0684  -1.0614
N  2.3758  0.5629  -1.3302
C  2.5231  1.9991  -1.4728
C  1.5934  -0.0537  -2.3612
C  1.7197  0.4208  -3.6707
C  0.9915  -0.1036  -4.7259
C  0.1183  -1.1522  -4.4745
C  -0.0111  -1.6352  -3.1839
C  0.6931  -1.1038  -2.0894
S  0.3901  -1.8295  -0.5100
C  2.5381  -2.0292  1.9163
C  3.1072  -3.2993  1.8440
C  2.5459  -4.3834  2.5060
C  1.4008  -4.1959  3.2646
C  0.8386  -2.9298  3.3580
C  1.3827  -1.8283  2.6975
S  0.5855  -0.2597  2.8196
H  4.8321  -0.2310  2.1383
H  3.2660  0.1887  2.8932
H  3.7702  1.0127  1.4282
H  3.0531  -2.0670  -0.5480
H  4.6986  -1.6126  -0.0456
H  4.1456  -0.3917  -1.9993
H  4.3115  0.7024  -0.6396
H  3.2416  2.3039  -2.2558
H  2.8737  2.4161  -0.5274
H  1.5588  2.4528  -1.6997
H  2.4102  1.2323  -3.8659
H  1.1075  0.3029  -5.7241
H  -0.4743  -1.5848  -5.2732
H  -0.6984  -2.4466  -2.9776
H  3.9935  -3.4440  1.2371
H  2.9957  -5.3662  2.4144
H  0.9258  -5.0309  3.7668
H  -0.0766  -2.7812  3.9179
S  -2.9216  5.4485  -3.7092
N  -3.3745  3.8916  -3.7160
C  -2.6900  3.2871  -2.7665
C  -2.7755  1.8741  -2.4230
C  -3.5693  0.9558  -3.0484
C  -3.5347  -0.3847  -2.6004
C  -2.7241  -0.7251  -1.5556
N  -1.9360  0.1663  -0.9102
C  -1.9362  1.4600  -1.3553
C  -1.0739  2.3093  -0.6648
N  -0.3470  1.7000  0.3386
C  0.4978  2.5144  1.0358
C  0.6319  3.8495  0.7997
C  -0.1151  4.4738  -0.2298
C  -0.9640  3.6952  -0.9590
C  -1.8058  4.1734  -2.0515
N  -1.8537  5.4150  -2.4898
H  -4.2105  1.2598  -3.8662
H  -4.1460  -1.1430  -3.0702
H  -2.6658  -1.7351  -1.1679
H  1.0662  2.0105  1.8064
H  1.3217  4.4207  1.4075
H  -0.0227  5.5326  -0.4358
Cl  -4.8026  -3.5751  5.2311
C  -4.1105  -2.3116  4.2565
C  -4.4306  -0.9878  4.4981
Cl  -5.5309  -0.5709  5.7808
C  -3.8604  0.0303  3.7138
Cl  -4.2448  1.7005  3.9886
C  -2.9687  -0.2756  2.6969
O  -2.3889  0.5829  1.9005
C  -2.6482  -1.6446  2.4434
O  -1.8334  -1.8464  1.4392
C  -3.2177  -2.6398  3.2201
Cl  -2.7974  -4.2870  2.8810

Löwdin population analysis, charges in e, atoms 1 to 8: number 1, V, carries 0.620; number 2, C, carries -0.097; number 3, N, carries -0.178; number 4, C, carries -0.220; number 5, C, carries -0.181; number 6, N, carries -0.136; number 7, C, carries -0.103; number 8, C, carries -0.252



Record 3
Density functional theory data (wB97M-V/def2-TZVPD) for C34H25BF2N8OSV as an isolated structure at a distorted geometry.

Properties
Spin multiplicity: 2
Maximum force: 0.098 hartree/bohr
E_HOMO (alpha / beta): -13.14 / -12.36 eV
Kohn-Sham gap (alpha / beta): 7.5 / 6.7 eV
<S²>: 0.849
ΔE to the lowest compared entry with this formula, charge and spin: 0.0 kcal per mole
Total charge: +2

Positions of all 73 atoms, in Å:
V  0.2667  -0.7903  -0.1353
C  -3.8704  2.8392  1.2829
C  -4.1137  3.3919  0.0372
C  -3.4912  2.8370  -1.0666
C  -2.6268  1.7560  -0.8931
N  -2.3790  1.2339  0.3073
C  -3.0051  1.7605  1.3549
C  -1.9924  1.1105  -2.0750
C  -2.7026  1.0880  -3.2781
C  -2.1607  0.4679  -4.3834
C  -0.8981  -0.0832  -4.2763
C  -0.2345  0.0072  -3.0600
N  -0.7770  0.5629  -1.9663
C  1.1270  -0.5545  -2.9361
C  1.9727  -0.6357  -4.0360
C  3.2366  -1.1782  -3.8887
C  3.6326  -1.6160  -2.6339
C  2.7532  -1.4767  -1.5811
N  1.5239  -0.9594  -1.7180
H  -4.3439  3.2305  2.1727
H  -4.7854  4.2320  -0.0756
H  -3.6658  3.2548  -2.0476
H  -2.8240  1.2809  2.3124
H  -3.6896  1.5219  -3.3363
H  -2.7129  0.4090  -5.3114
H  -0.4531  -0.5947  -5.1173
H  1.6528  -0.2559  -4.9948
H  3.9092  -1.2438  -4.7331
H  4.6078  -2.0493  -2.4658
H  3.0453  -1.7789  -0.5857
O  -0.9675  -1.7016  -0.8105
C  -1.0583  -2.9057  -1.3744
C  -1.9762  -3.1518  -2.3952
C  -2.0114  -4.3812  -3.0249
C  -1.1386  -5.3950  -2.6428
C  -0.2512  -5.1824  -1.6081
C  -0.1980  -3.9469  -0.9588
C  0.6961  -3.7001  0.1607
N  1.0214  -2.5060  0.6571
C  1.8634  -2.7224  1.7256
C  2.0514  -4.0589  1.8795
N  1.3089  -4.6576  0.8952
H  -2.6547  -2.3547  -2.6737
H  -2.7250  -4.5546  -3.8192
H  -1.1561  -6.3478  -3.1534
H  0.4204  -5.9804  -1.3141
H  2.2876  -1.9131  2.2949
H  2.6377  -4.6144  2.5901
H  1.2212  -5.6513  0.7617
N  -0.0253  2.4705  3.6465
C  0.1956  3.6849  3.0187
C  0.1107  4.9921  3.4764
C  0.3637  5.9848  2.5509
C  0.6963  5.6833  1.2228
C  0.7903  4.3813  0.7725
C  0.5295  3.3797  1.6988
N  0.5286  1.9858  1.5863
C  0.1557  1.4739  2.7653
C  -0.2713  0.1069  2.9731
C  -0.6065  -0.4273  4.1890
S  -1.4088  -1.9116  3.9870
C  -1.2270  -1.7633  2.2958
N  -0.6008  -0.6939  1.8955
H  -0.2904  2.3570  4.6117
H  -0.1425  5.2257  4.5018
H  0.3031  7.0201  2.8561
H  0.8845  6.4966  0.5357
H  1.0523  4.1495  -0.2495
H  -0.4461  -0.0194  5.1746
H  -1.6160  -2.5122  1.6218
F  1.8378  0.0941  0.8224
B  0.9772  1.1580  0.4478
F  1.4429  1.8086  -0.6491

Löwdin population analysis, charges in e, atoms 1 to 8: number 1, V, carries 0.900; number 2, C, carries -0.039; number 3, C, carries -0.033; number 4, C, carries 0.000; number 5, C, carries -0.205; number 6, N, carries 0.131; number 7, C, carries -0.130; number 8, C, carries -0.168



Record 4
Density functional theory data (wB97M-V/def2-TZVPD) for C34H25BrCaN2O6PS as an isolated structure.

Properties
Spin multiplicity: 1
Maximum force: 0.016 hartree/bohr
E_HOMO: -4.87 eV
Kohn-Sham gap: 7.3 eV
Total charge: -1

Positions of all 71 atoms, in Å:
Ca  0.6103  1.1819  -0.6673
O  2.4023  0.4432  -2.0203
S  3.4202  0.4128  -0.9486
O  4.6154  1.1547  -1.2316
O  2.7543  0.7305  0.3235
C  3.9096  -1.3129  -0.8042
C  5.2662  -1.5944  -0.8820
C  5.7172  -2.8981  -0.7344
C  4.8092  -3.9198  -0.5048
C  3.4539  -3.6331  -0.4310
C  2.9801  -2.3335  -0.5834
P  1.1870  -1.9486  -0.4678
C  0.6779  -2.9664  0.9609
C  0.7384  -2.3396  2.2046
C  0.3690  -3.0163  3.3569
C  -0.0810  -4.3264  3.2770
C  -0.1546  -4.9556  2.0426
C  0.2237  -4.2802  0.8912
C  0.4772  -2.8356  -1.8888
C  1.2371  -3.2517  -2.9783
C  0.6195  -3.8059  -4.0930
C  -0.7591  -3.9466  -4.1279
C  -1.5236  -3.5161  -3.0498
C  -0.9162  -2.9532  -1.9387
H  5.9510  -0.7755  -1.0553
H  6.7773  -3.1107  -0.7936
H  5.1515  -4.9399  -0.3810
H  2.7475  -4.4336  -0.2461
H  1.0700  -1.3085  2.2661
H  0.4153  -2.5121  4.3139
H  -0.3872  -4.8512  4.1734
H  -0.5162  -5.9741  1.9718
H  0.1481  -4.7752  -0.0696
H  2.3143  -3.1421  -2.9627
H  1.2221  -4.1246  -4.9347
H  -1.2398  -4.3803  -4.9963
H  -2.6027  -3.6042  -3.0758
H  -1.5247  -2.5789  -1.1192
O  1.1107  3.2699  -0.2878
C  0.7259  4.4943  -0.3652
C  1.6582  5.5570  -0.2447
C  1.2682  6.8754  -0.2911
C  -0.0719  7.2208  -0.4755
C  -0.9991  6.2067  -0.6178
C  -0.6383  4.8571  -0.5619
C  -1.6662  3.8304  -0.7373
N  -1.5397  2.5852  -1.1729
C  -2.8126  2.0634  -1.2393
C  -3.7193  2.9817  -0.8244
N  -2.9807  4.0968  -0.4997
H  2.6962  5.2813  -0.1071
H  2.0166  7.6540  -0.1919
H  -0.3797  8.2566  -0.5302
H  -2.0310  6.4800  -0.8148
H  -2.9827  1.0462  -1.5473
H  -4.7863  2.9390  -0.6984
H  -3.3320  4.9494  -0.1064
Br  -6.1234  1.0001  4.0520
C  -4.4183  1.2771  3.2456
C  -3.7074  2.4224  3.5672
C  -2.4695  2.6177  2.9727
C  -1.9704  1.6889  2.0698
C  -2.6952  0.5482  1.7516
C  -3.9305  0.3396  2.3573
C  -2.2157  -0.4617  0.7090
O  -2.8488  -1.5146  0.5990
O  -1.2182  -0.1068  0.0106
H  -4.1120  3.1421  4.2657
H  -1.8919  3.5038  3.2049
H  -1.0123  1.8757  1.6048
H  -4.4831  -0.5555  2.1078

Löwdin population analysis, charges in e, atoms 1 to 8: number 1, Ca, carries 1.409; number 2, O, carries -0.466; number 3, S, carries 0.428; number 4, O, carries -0.300; number 5, O, carries -0.442; number 6, C, carries -0.249; number 7, C, carries -0.058; number 8, C, carries -0.079